# 1
Density functional theory data (ωB97M-V with the def2-TZVPD basis set) for the molecule C8H18FO3P.

Values from the calculation:
HOMO level: -9.9847 eV
charge: 0
energy above the lowest of the compared OMol25 structures with the same formula, charge and spin: 21.9 kJ/mol
structure (SMILES): CCOP(=O)(OCC)[C@H](F)C(C)C
max |F|: 0.1120 hartree/bohr

```
31
Properties=species:S:1:pos:R:3:forces:R:3:nbo_charge:R:1
C 2.203955 -2.528021 0.247133 -1.795 0.005 2.007 -0.637
C 0.725050 -2.428934 -0.064661 -0.605 -0.625 -2.298 -0.069
O 0.411894 -1.042822 -0.187141 -1.991 1.408 1.454 -0.816
P -0.803204 -0.362394 0.693545 1.583 0.922 -2.202 2.337
O -1.422505 -1.168160 1.714928 -0.480 -1.054 1.252 -1.085
O -1.826315 0.104450 -0.471936 0.839 -0.203 0.303 -0.810
C -3.028965 0.783437 -0.086762 -0.874 1.242 0.088 -0.064
C -4.272448 -0.000343 -0.368728 0.104 -1.000 -1.110 -0.638
C -0.065478 1.240901 1.314297 4.849 0.689 -0.946 -0.160
F -1.079306 2.127621 1.251975 -0.721 1.144 0.687 -0.362
C 1.256650 1.959624 0.380647 -2.828 -5.008 0.333 -0.165
C 1.052380 1.789761 -1.106763 -1.018 -0.845 0.017 -0.644
C 2.603254 1.411376 0.850517 -2.894 -0.462 -1.525 -0.628
H 2.852340 -2.845902 -0.504204 0.893 -0.068 -1.500 0.218
H 2.445219 -1.570656 0.706111 0.508 -0.204 -0.211 0.219
H 2.240545 -3.263580 1.028341 0.572 -0.440 0.559 0.215
H 0.051202 -3.002400 0.560383 0.102 0.533 1.060 0.205
H 0.399703 -2.847067 -1.037790 0.809 0.067 0.044 0.180
H -2.907111 1.182783 0.904785 -0.323 -0.138 0.383 0.196
H -3.212881 1.647470 -0.762507 1.008 -0.183 0.428 0.181
H -5.203281 0.511209 -0.268956 -0.368 1.176 0.327 0.219
H -4.151552 -0.105504 -1.447061 -0.496 -0.837 -0.191 0.208
H -4.494281 -0.948201 0.100408 0.781 -0.422 0.241 0.219
H 0.536676 1.251211 2.318918 -2.032 -0.498 -1.260 0.201
H 1.230595 2.957340 0.594484 -0.439 2.676 1.020 0.192
H 1.289095 0.778324 -1.410935 0.675 -0.079 -0.166 0.223
H 1.645370 2.533446 -1.567674 0.842 0.533 -0.991 0.205
H 0.037630 1.877544 -1.517289 -0.053 0.487 0.636 0.223
H 2.792930 0.374540 0.718377 -0.472 -1.065 0.775 0.213
H 3.202520 1.768384 0.120291 2.652 1.688 -2.085 0.213
H 2.782365 1.886878 1.730268 1.171 0.560 2.871 0.209
```
Positions in Å, forces in eV/Å.

# 2
Density functional theory data (ωB97M-V with the def2-TZVPD basis set) for the molecule C18H22N2O3.

Values from the calculation:
HOMO level: -8.1601 eV
charge: 0
energy above the lowest of the compared OMol25 structures with the same formula, charge and spin: 12.7 kJ/mol
structure (SMILES): CCOC(=O)C1CCN(C(=O)c2cc3cc(C)ccc3[nH]2)CC1
max |F|: 0.0127 hartree/bohr

```
45
Properties=species:S:1:pos:R:3:forces:R:3:nbo_charge:R:1
C -0.867281 -2.712474 -0.327277 0.437 0.116 0.088 -0.628
C 0.273311 -2.446943 0.636877 -0.471 -0.113 0.381 -0.073
O 1.402391 -1.977882 -0.105422 -0.036 -0.087 -0.396 -0.527
C 2.356412 -1.344437 0.580694 0.349 -0.029 0.081 0.807
O 2.310533 -1.165049 1.769046 -0.051 0.008 0.136 -0.602
C 3.524359 -0.928992 -0.309155 -0.004 0.000 0.008 -0.314
C 3.086532 -0.684890 -1.753628 -0.038 -0.044 0.116 -0.415
C 1.982217 0.385414 -1.776009 -0.158 -0.209 -0.527 -0.226
N 2.149871 1.299152 -0.669254 -0.045 0.032 0.111 -0.427
C 1.215660 1.598870 0.267592 0.208 0.311 -0.077 0.650
O 1.499373 2.206816 1.290390 -0.084 -0.094 0.216 -0.629
C -0.183104 1.185036 0.042587 -0.388 -0.090 -0.175 0.056
C -0.997919 1.056206 -1.056466 0.298 0.101 0.176 -0.274
C -2.280468 0.674359 -0.582169 -0.038 0.029 0.490 -0.109
C -3.493140 0.378971 -1.210730 -0.082 -0.027 0.174 -0.200
C -4.575159 0.008481 -0.443230 0.003 0.003 -0.248 -0.027
C -5.896887 -0.318170 -1.073619 0.006 0.002 0.042 -0.624
C -4.453208 -0.068562 0.955521 0.157 0.034 0.122 -0.217
C -3.275746 0.216050 1.606373 -0.107 -0.038 0.126 -0.237
C -2.185358 0.592451 0.829596 -0.300 -0.060 -0.577 0.193
N -0.911390 0.914573 1.173219 0.354 0.062 0.213 -0.518
C 3.535400 1.580598 -0.356488 0.270 0.245 0.270 -0.229
C 4.192448 0.333422 0.256276 -0.128 0.005 0.061 -0.415
H -1.155072 -1.796510 -0.836313 -0.060 0.077 -0.038 0.222
H -0.568313 -3.448803 -1.068478 -0.033 -0.116 -0.094 0.209
H -1.725681 -3.087501 0.222053 -0.114 -0.048 0.051 0.221
H 0.564138 -3.360354 1.168023 -0.001 0.151 -0.022 0.183
H -0.000018 -1.690962 1.379937 0.054 -0.149 -0.111 0.199
H 4.230512 -1.765842 -0.270892 -0.082 0.030 0.019 0.245
H 2.709455 -1.602343 -2.203145 0.034 0.052 -0.075 0.233
H 3.956245 -0.357566 -2.325557 0.016 -0.026 -0.026 0.207
H 2.017452 0.944225 -2.720072 -0.052 -0.086 0.033 0.193
H 1.009877 -0.097899 -1.694620 0.175 0.076 -0.054 0.237
H -0.741342 1.252373 -2.078738 0.148 0.004 -0.169 0.227
H -3.573581 0.440536 -2.286477 -0.057 -0.006 -0.121 0.209
H -6.668634 0.359319 -0.709757 -0.105 0.013 -0.033 0.216
H -5.843656 -0.232340 -2.155864 -0.052 -0.011 -0.075 0.212
H -6.199770 -1.333498 -0.819754 -0.082 -0.058 -0.038 0.215
H -5.319978 -0.361051 1.530572 -0.080 -0.030 0.088 0.209
H -3.198366 0.154072 2.681519 -0.026 -0.020 0.119 0.214
H -0.525637 1.013056 2.099043 0.000 0.034 -0.051 0.437
H 4.037354 1.876589 -1.281658 -0.029 0.015 0.026 0.190
H 3.560430 2.412941 0.347265 0.075 -0.066 -0.174 0.252
H 4.057685 0.337801 1.338600 0.091 0.027 -0.056 0.247
H 5.260406 0.333851 0.039074 0.027 -0.018 -0.010 0.211
```
Positions in Å, forces in eV/Å.

# 3
Density functional theory data (ωB97M-V with the def2-TZVPD basis set) for the molecule C18H16BClN2O5.

Values from the calculation:
HOMO level: -8.9082 eV
charge: 0
energy above the lowest of the compared OMol25 structures with the same formula, charge and spin: 48.9 kJ/mol
structure (SMILES): CC(=O)CCCOc1nc(Oc2ccc3c(c2)COB3O)c(C#N)cc1Cl
max |F|: 0.0771 hartree/bohr

```
43
Properties=species:S:1:pos:R:3:forces:R:3:nbo_charge:R:1
C 1.980446 3.606635 2.495625 0.258 0.766 0.700 -0.727
C 1.618376 2.486275 1.598556 -0.519 -0.316 0.483 0.637
O 2.243204 2.258590 0.604447 0.992 -0.241 -1.355 -0.586
C 0.428460 1.619468 1.931175 -1.589 1.238 1.026 -0.511
C 0.749035 0.186426 2.173617 1.429 -1.006 -0.839 -0.420
C -0.378808 -0.634771 2.701540 -0.532 0.744 0.600 -0.071
O -0.003852 -2.003963 2.842539 -0.843 -1.269 -2.301 -0.468
C -0.319089 -2.752526 1.696217 -0.031 0.722 -0.129 0.521
N -0.857653 -2.161684 0.626422 -0.054 -0.958 -0.043 -0.512
C -1.096675 -2.893584 -0.469963 0.140 0.934 -0.532 0.576
O -1.540200 -2.233136 -1.638468 0.386 -0.255 0.708 -0.489
C -0.977225 -0.974929 -1.970866 0.611 -0.039 1.025 0.329
C 0.324829 -0.720122 -1.472206 -0.894 0.025 -1.137 -0.272
C 0.815737 0.557469 -1.595124 -0.315 -0.098 0.214 -0.170
C 0.042292 1.553583 -2.170678 -1.173 0.185 -0.473 -0.396
C -1.196440 1.292369 -2.741949 1.246 -0.085 -0.626 -0.006
C -1.695115 -0.004391 -2.692440 -0.650 -0.645 0.686 -0.262
C -1.682183 2.590522 -3.416329 -1.546 -1.009 -2.282 -0.081
O -0.783732 3.646646 -3.220599 2.119 -0.912 2.454 -0.658
B 0.161475 3.067640 -2.330264 2.373 1.239 0.658 1.092
O 1.178909 3.707399 -1.628123 -0.943 0.537 -0.408 -0.897
C -0.896954 -4.293558 -0.546151 0.249 1.598 0.862 -0.277
C -1.006165 -4.900989 -1.804038 -0.877 -1.890 -3.373 0.271
N -1.132463 -5.380536 -2.867050 0.418 1.072 2.515 -0.276
C -0.364539 -4.923472 0.590183 -0.533 0.281 0.321 -0.106
C -0.018222 -4.128745 1.668642 -0.336 0.792 -0.529 -0.166
Cl 0.965322 -4.692465 2.890945 0.739 -1.052 1.478 0.077
H 2.816537 4.211627 2.143124 0.239 -0.559 -0.104 0.244
H 2.152987 3.270691 3.531449 -0.137 0.094 -0.355 0.238
H 1.167224 4.319475 2.502176 -0.620 0.051 0.274 0.244
H -0.081099 2.054052 2.821374 0.237 -0.223 -0.395 0.205
H -0.316985 1.664591 1.117106 0.392 0.217 0.057 0.247
H 1.627287 0.047990 2.797131 0.129 0.143 0.397 0.210
H 1.048492 -0.236353 1.211935 0.012 -0.101 -0.090 0.222
H -1.227745 -0.544199 2.036244 -0.254 -0.008 -0.018 0.209
H -0.679974 -0.260691 3.683722 0.056 -0.346 0.090 0.189
H 0.926469 -1.534931 -1.087776 -0.096 0.185 0.158 0.222
H 1.756675 0.790881 -1.160123 0.731 0.157 0.101 0.232
H -2.676182 -0.215551 -3.087695 -0.140 -0.342 -0.020 0.228
H -1.757229 2.531118 -4.570208 -0.428 -0.485 1.833 0.198
H -2.629375 2.875557 -2.956613 -0.300 0.023 -0.398 0.189
H 1.604450 3.166381 -0.927872 -0.332 0.235 -0.841 0.514
H -0.290304 -6.014790 0.690368 0.384 0.601 -0.392 0.255
```
Positions in Å, forces in eV/Å.